{
  "formula": "C32H28N5O3PS3Y",
  "method": "wB97M-V/def2-TZVPD",
  "elements": ["Y", "C", "C", "C", "C", "C", "C", "C", "H", "H", "H", "H", "H", "H", "H", "H", "O", "C", "O", "C", "C", "C", "C", "C", "C", "P", "C", "C", "C", "C", "C", "C", "C", "C", "C", "C", "C", "C", "H", "H", "H", "H", "H", "H", "H", "H", "H", "H", "H", "H", "H", "H", "N", "C", "N", "C", "C", "S", "C", "C", "S", "C", "N", "N", "H", "H", "H", "H", "H", "H", "O", "S", "N"],
  "xyz": [[-1.103879, 0.407961, 3.587095], [-1.563165, 1.783135, -3.114917], [-0.947584, 3.127607, -3.416478], [0.238448, 3.222272, -4.204650], [0.646703, 4.476073, -4.699729], [-0.071137, 5.594371, -4.271406], [-1.194483, 5.585867, -3.421074], [-1.652168, 4.331976, -2.990142], [-1.614020, 1.034684, -3.931453], [-2.608660, 1.859512, -2.854369], [-1.055752, 1.375384, -2.289728], [0.529772, 2.323109, -4.600927], [1.375775, 4.485288, -5.539223], [0.213852, 6.634908, -4.603507], [-1.669848, 6.493380, -3.040310], [-2.640628, 4.133010, -2.513584], [1.632401, 0.368139, 0.352388], [1.282770, -0.355073, 1.349884], [0.520157, 0.169182, 2.354424], [1.600608, -1.787907, 1.569658], [1.839443, -2.477229, 2.780870], [1.889720, -3.912924, 2.772403], [1.853928, -4.689181, 1.593861], [1.536630, -3.980283, 0.422758], [1.323883, -2.575730, 0.441147], [0.804142, -1.867708, -1.139139], [-0.005453, -3.253627, -2.081830], [-1.023248, -3.886047, -1.457368], [-1.689035, -5.011890, -1.993962], [-1.348941, -5.439268, -3.308305], [-0.458247, -4.658376, -4.031755], [0.205406, -3.584642, -3.455051], [2.298894, -1.702808, -2.120859], [2.569734, -0.388205, -2.629211], [3.564812, -0.134342, -3.555596], [4.416265, -1.241560, -3.934964], [4.113548, -2.507217, -3.447024], [3.044803, -2.756220, -2.547065], [1.986195, -1.924116, 3.690849], [2.022650, -4.396948, 3.769796], [1.894601, -5.758487, 1.670593], [1.478082, -4.541934, -0.475209], [-1.421526, -3.580768, -0.435906], [-2.613621, -5.395893, -1.596509], [-1.617362, -6.362148, -3.827335], [-0.138853, -4.911556, -5.010027], [0.901282, -3.043580, -4.012674], [1.926732, 0.405901, -2.270280], [3.662626, 0.882064, -3.859127], [5.057686, -1.204739, -4.774965], [4.759631, -3.379406, -3.509088], [2.674876, -3.731247, -2.304849], [-3.643018, 2.237612, 1.471874], [-3.025213, 3.061957, 2.315951], [-2.316491, 2.520681, 3.302251], [-2.015438, 3.529604, 4.246504], [-2.612958, 4.743391, 3.981365], [-3.271421, 4.770833, 2.407298], [-1.322201, 3.039808, 5.423491], [-0.924501, 3.900027, 6.418250], [0.042399, 3.229316, 7.720558], [-0.154343, 1.612215, 6.802991], [-0.867727, 1.686987, 5.699269], [0.468243, 0.471888, 7.244603], [-3.450508, 1.205603, 1.609572], [-4.243880, 2.516346, 0.720466], [-2.722221, 5.600904, 4.648722], [-1.063018, 4.981544, 6.549592], [0.991339, 0.519054, 8.158680], [0.461893, -0.287052, 6.620555], [-1.684854, -1.505349, 4.743287], [-3.015892, -1.566183, 3.953129], [-3.058635, -0.521973, 2.875493]],
  "forces_ev_per_a": [[0.97, 1.04, 0.13], [-0.56, 0.13, -1.05], [-0.31, 1.84, -0.40], [-2.89, 2.45, 1.05], [-0.70, -0.83, -0.02], [0.32, 2.38, -0.17], [0.52, -1.62, 0.49], [0.54, -1.91, -1.08], [0.70, 0.58, 0.18], [-0.36, 0.41, 0.35], [0.66, -0.98, 1.11], [1.39, -1.95, -0.88], [-0.37, 0.40, 1.02], [-0.05, -1.39, 0.10], [0.19, -0.19, -0.54], [0.94, 0.61, -0.10], [-1.39, -3.39, 4.16], [1.03, 4.01, -1.65], [0.41, -0.42, -0.72], [-0.89, -1.38, -0.66], [-0.21, -1.30, -1.26], [0.60, 1.01, 0.99], [-1.06, 2.34, 0.60], [0.50, 0.16, 1.95], [1.26, -1.94, -0.88], [-1.41, 0.81, -1.19], [1.12, 0.70, -1.13], [-2.91, -1.87, 2.11], [0.21, 0.52, -2.19], [0.56, 0.36, 0.53], [0.62, 0.51, 1.06], [-0.91, -0.40, 2.12], [0.01, 2.16, -0.57], [-0.10, -0.90, 0.43], [0.46, -2.16, 0.68], [-2.44, 0.35, 0.48], [-0.08, -0.69, 1.60], [0.61, 0.94, -0.95], [0.02, 0.01, 0.31], [-0.03, 0.34, -1.01], [0.25, -0.27, -0.26], [-0.31, -0.17, -0.75], [0.88, -0.16, -1.26], [0.23, -0.31, 0.74], [-0.75, 0.25, 0.66], [-0.11, -0.37, -0.89], [1.05, 0.74, -0.83], [0.10, 0.12, -0.06], [0.43, 0.39, -0.63], [1.11, 0.49, -0.33], [0.15, 0.27, -1.08], [0.59, -0.67, 0.18], [0.57, -1.85, -0.34], [-0.48, -0.95, 0.22], [0.75, 1.30, 0.08], [-1.60, -0.72, -0.60], [1.40, -0.65, 1.33], [-0.51, -0.52, -0.29], [1.74, 1.25, 3.20], [0.20, 0.31, 0.28], [-1.10, -2.43, -2.32], [0.69, 0.76, 1.03], [-0.15, 0.95, -0.86], [-0.21, 2.88, 1.61], [-0.56, 1.74, -0.39], [0.03, 0.20, -0.07], [0.38, -0.30, -0.44], [-0.24, -0.61, -0.61], [-0.86, -0.52, -1.89], [0.24, -1.27, -0.20], [-1.00, 0.02, -0.49], [0.74, 0.71, -0.57], [-0.62, -1.38, 0.85]],
  "lowdin_charge": [1.507, -0.068, -0.241, -0.044, -0.081, -0.118, -0.100, -0.054, 0.094, 0.059, 0.048, 0.073, 0.115, 0.113, 0.100, 0.101, 0.018, -0.475, -0.283, -0.158, -0.021, -0.064, -0.042, -0.070, -0.293, 1.102, -0.380, -0.161, -0.065, -0.076, -0.089, -0.065, -0.388, -0.096, -0.053, -0.053, -0.074, -0.108, 0.095, 0.111, 0.103, 0.087, 0.123, 0.092, 0.105, 0.095, 0.083, 0.079, 0.090, 0.086, 0.104, 0.094, 0.125, -0.675, -0.045, -0.328, -0.347, 1.112, -0.290, -0.356, 1.041, -0.573, -0.037, 0.117, 0.085, 0.113, 0.091, 0.086, 0.147, 0.077, -0.668, 0.866, -0.497],
  "total_charge": 1,
  "energy_ha": -3309.795746,
  "spin_multiplicity": 1,
  "de_lowest_kcal_mol": 71.6,
  "orbital_gap_ev": 5.275,
  "molar_mass_g_mol": 746.69
}